No. 1
Here is a cluster of 4 separate species, C32H75BrClNO18P4 in total in a non-equilibrium geometry from OMol25. Energies are from ωB97M-V/def2-TZVPD.

DFT total energy, eV: -192466.72091

Element x y z (Å)
C (0.3209, 2.7283, 3.7328)
C (-0.2048, 3.7853, 2.7038)
O (0.0248, 3.4046, 1.3663)
C (-0.7224, 2.2611, 1.0225)
C (-0.7383, 2.0148, -0.5071)
O (-0.0707, 0.7864, -0.7818)
C (-0.9425, -0.2474, -1.2180)
O (-0.4374, -1.5087, -0.9409)
C (-0.2371, -1.7974, 0.4331)
O (-0.1888, -3.2146, 0.5052)
C (1.1447, -1.3118, 0.9796)
C (1.9136, -2.3582, 1.8055)
C (3.0524, -1.6239, 2.5461)
N (4.0277, -2.6499, 2.9893)
C (-1.3763, -1.3775, 1.3839)
O (-2.4972, -2.2194, 1.1416)
C (-3.7264, -1.6408, 1.5172)
C (-4.5334, -2.5813, 2.4396)
C (-5.6720, -1.7902, 3.1632)
C (-7.0605, -2.3754, 2.9199)
Cl (-7.2830, -3.9805, 3.7023)
P (-4.6086, -1.2848, -0.1191)
O (-5.7601, -0.1511, 0.3239)
Br (-5.6179, -3.1933, -0.8064)
H (0.7126, 3.1919, 4.6398)
H (1.0715, 2.1068, 3.2301)
H (-0.5204, 2.0749, 4.0007)
H (0.3122, 4.7189, 2.9416)
H (-1.2847, 3.9093, 2.8871)
H (-0.2188, 1.3940, 1.4769)
H (-1.7526, 2.2716, 1.4308)
H (-0.1024, 2.8042, -0.9332)
H (-1.7401, 2.0850, -0.9437)
H (-0.9822, -0.1746, -2.3182)
H (-1.9852, -0.0916, -0.8889)
H (-0.5408, -3.5359, -0.3361)
H (1.7466, -0.8620, 0.1847)
H (0.8956, -0.4808, 1.6665)
H (1.2679, -2.8128, 2.5643)
H (2.3422, -3.0876, 1.1165)
H (2.6357, -1.1407, 3.4468)
H (3.5657, -0.8948, 1.9095)
H (4.8510, -2.1967, 3.3744)
H (3.6129, -3.1732, 3.7545)
H (-1.0167, -1.6094, 2.4029)
H (-1.6096, -0.3067, 1.3766)
H (-3.5916, -0.7035, 2.0778)
H (-3.8990, -2.9949, 3.2345)
H (-4.9512, -3.4408, 1.9059)
H (-5.6817, -0.7609, 2.7810)
H (-5.4631, -1.7441, 4.2375)
H (-7.3087, -2.4055, 1.8549)
H (-7.7904, -1.6947, 3.3734)
H (-6.5332, -0.3165, -0.2396)
O (6.4254, 1.5593, -0.8050)
P (7.7497, 0.8809, -0.6378)
O (7.4864, -0.1687, 0.5856)
C (6.7050, -1.3400, 0.3374)
C (7.4676, -2.3746, -0.4696)
O (8.5551, 2.0541, 0.1925)
C (8.1038, 3.4074, 0.1558)
C (7.2100, 3.7284, 1.3389)
O (9.1992, 0.1767, -1.0340)
C (9.8876, 0.6290, -2.2211)
C (10.4674, 2.0258, -2.0874)
H (5.7690, -1.0649, -0.1587)
H (6.4491, -1.7568, 1.3117)
H (7.6476, -2.0217, -1.4881)
H (6.9050, -3.3074, -0.5275)
H (8.4399, -2.5743, -0.0192)
H (7.6013, 3.6254, -0.7878)
H (8.9917, 4.0440, 0.1890)
H (6.4605, 2.9550, 1.5030)
H (6.7036, 4.6846, 1.1928)
H (7.8035, 3.7908, 2.2533)
H (9.2101, 0.5681, -3.0765)
H (10.6950, -0.0828, -2.3920)
H (9.6842, 2.7839, -2.1412)
H (11.1710, 2.2237, -2.8973)
H (10.9787, 2.1465, -1.1336)
O (2.7062, 8.4728, -0.4151)
P (3.9007, 7.5991, -0.1889)
O (3.4423, 6.6410, 1.0498)
C (2.4945, 5.5971, 0.8078)
C (3.1114, 4.4348, 0.0516)
O (4.8603, 8.6537, 0.6379)
C (4.6335, 10.0591, 0.5563)
C (3.7726, 10.5495, 1.7049)
O (5.2316, 6.6638, -0.5206)
C (6.0163, 6.9649, -1.6952)
C (6.8069, 8.2560, -1.5785)
H (1.6254, 5.9957, 0.2759)
H (2.1531, 5.2541, 1.7833)
H (3.3704, 4.7257, -0.9698)
H (2.4141, 3.5980, 0.0012)
H (4.0299, 4.1024, 0.5361)
H (4.1975, 10.3291, -0.4063)
H (5.6107, 10.5466, 0.6020)
H (2.9050, 9.9103, 1.8637)
H (3.4302, 11.5696, 1.5223)
H (4.3447, 10.5408, 2.6349)
H (5.3624, 6.9857, -2.5706)
H (6.7049, 6.1292, -1.8210)
H (6.1562, 9.1264, -1.6775)
H (7.5559, 8.3152, -2.3695)
H (7.3035, 8.3235, -0.6116)
O (-10.8366, -6.3112, -3.7546)
P (-9.7826, -7.0493, -2.9896)
O (-8.5236, -7.0975, -4.0305)
C (-7.7777, -5.9042, -4.2699)
C (-6.8804, -5.5475, -3.0987)
O (-10.3333, -8.5902, -3.1763)
C (-11.6951, -8.8388, -3.5203)
C (-11.8662, -9.0120, -5.0175)
O (-8.8460, -7.5467, -1.7140)
C (-9.4275, -7.5621, -0.3904)
C (-10.4701, -8.6492, -0.2020)
H (-8.4587, -5.0811, -4.5080)
H (-7.1682, -6.0914, -5.1542)
H (-7.4740, -5.2565, -2.2282)
H (-6.2229, -4.7160, -3.3558)
H (-6.2711, -6.4023, -2.8047)
H (-12.3446, -8.0504, -3.1379)
H (-11.9929, -9.7596, -3.0125)
H (-11.3407, -8.2401, -5.5783)
H (-12.9227, -8.9884, -5.2903)
H (-11.4509, -9.9703, -5.3357)
H (-9.8462, -6.5773, -0.1687)
H (-8.6016, -7.7292, 0.3006)
H (-11.4021, -8.3932, -0.7085)
H (-10.6973, -8.7772, 0.8572)
H (-10.1230, -9.5978, -0.6092)

Cartesian forces (eV/Å) of the 6 atoms listed first:
-0.793 -0.076 -0.835
0.290 -0.538 1.434
-0.431 0.539 -0.209
-0.153 -0.903 -0.045
1.198 0.606 0.754
-0.759 -0.358 0.115

Atomic partial charges in e from the Löwdin method, atoms 1 to 2: -0.064 -0.261



No. 2
Here is the molecule C4H7N3 from OMol25. Energies are from ωB97M-V/def2-TZVPD.

DFT total energy, eV: -8729.41377

Element x y z (Å)
C (-1.0418, -0.7103, 1.9192)
N (-0.1150, -0.1938, 0.9457)
C (-0.2017, -0.4300, -0.4805)
C (0.6743, 0.6825, -0.9538)
C (1.1913, 0.7793, -2.1698)
N (0.9493, 1.5327, 0.1513)
N (0.4718, 1.0058, 1.1873)
H (-0.8042, -0.2631, 2.8871)
H (-0.9270, -1.7949, 1.9836)
H (-2.0859, -0.4793, 1.6621)
H (-1.2397, -0.3743, -0.8415)
H (1.1697, -0.0554, -2.8549)
H (0.2307, -1.3415, -0.9181)
H (1.7282, 1.6423, -2.5176)

Cartesian forces (eV/Å) of the 6 atoms listed first:
-0.010 -0.081 0.040
0.300 -0.247 -0.060
0.085 -0.103 -0.299
0.035 0.048 -0.398
0.361 0.101 -0.105
-0.451 0.115 0.160

Atomic partial charges in e from the natural (NBO) method, atoms 1 to 2: -0.408 -0.256



No. 3
Here is the ion C3H4N3O2S with charge -1 in a non-equilibrium geometry from OMol25. Energies are from ωB97M-V/def2-TZVPD.

Charge: -1
DFT total energy, eV: -22575.42412

Element x y z (Å)
C (0.5731, -1.0667, 1.1004)
C (-0.8372, -2.7744, -0.9444)
C (-0.4501, -0.2417, 0.3619)
N (1.1472, -2.1553, 0.7535)
N (-0.1606, 0.3387, -0.7173)
N (-1.2598, 1.0071, -1.2706)
O (-1.0608, -2.2460, -1.9786)
O (-1.1813, -3.3496, 0.0247)
S (1.2856, -2.7573, -0.7542)
H (0.7067, -0.7257, 2.1351)
H (-1.4762, -0.2095, 0.8209)
H (-2.2235, 0.6255, -1.0122)
H (-1.1965, 1.2395, -2.2542)

Cartesian forces (eV/Å) of the 6 atoms listed first:
-0.664 -0.348 0.081
1.929 -0.265 -0.859
0.674 -0.968 0.843
1.267 1.980 2.393
-1.582 0.695 -0.818
-1.425 0.125 0.499

Atomic partial charges in e from the natural (NBO) method, atoms 1 to 2: 0.011 0.867



No. 4
Here is a structure of composition C34H47FeN9S in a non-equilibrium geometry from OMol25. Energies are from ωB97M-V/def2-TZVPD.

Multiplicity: 2
Charge: +1
DFT total energy, eV: -94644.99974

Element x y z (Å)
Fe (-0.1048, 0.2454, 0.1957)
C (-2.0355, -2.1115, 3.7647)
C (-2.4264, -1.6085, 2.4054)
C (-2.9311, -0.3226, 2.1829)
C (-3.0484, 0.7141, 3.2685)
C (-3.4190, 0.0178, 0.9095)
C (-4.0226, 1.3744, 0.6957)
C (-3.3889, -0.9201, -0.1328)
C (-4.1296, -0.6811, -1.4177)
C (-2.7245, -2.1394, 0.0511)
C (-2.5606, -3.0711, -1.1173)
C (-2.2887, -2.5027, 1.3274)
C (-1.7386, -3.8698, 1.6000)
H (-0.9914, -2.4228, 3.7698)
H (-2.6390, -2.9816, 4.0227)
H (-2.1765, -1.3812, 4.5532)
H (-2.6933, 0.3649, 4.2298)
H (-4.0892, 1.0100, 3.3890)
H (-2.4753, 1.6047, 3.0091)
H (-5.0322, 1.4022, 1.1056)
H (-4.0704, 1.6316, -0.3560)
H (-3.4362, 2.1426, 1.1923)
H (-3.4709, -0.3251, -2.2107)
H (-4.9259, 0.0448, -1.2896)
H (-4.5816, -1.6085, -1.7599)
H (-2.6507, -2.5444, -2.0608)
H (-3.3204, -3.8517, -1.0913)
H (-1.5825, -3.5437, -1.1047)
H (-2.3471, -4.3692, 2.3522)
H (-0.7226, -3.8062, 1.9888)
H (-1.7275, -4.4995, 0.7190)
C (0.3614, 0.3528, 3.5181)
N (0.4580, 1.7865, 3.5291)
C (0.7271, 2.4879, 4.7666)
C (1.0321, 3.9048, 4.2709)
N (1.3703, 3.7186, 2.8678)
C (2.5237, 4.4115, 2.3366)
C (0.9111, 2.4940, 2.4540)
N (0.7756, 2.0405, 1.2478)
C (0.9586, 2.9068, 0.0952)
C (1.9218, 2.3099, -0.9370)
N (1.3955, 1.0670, -1.4875)
C (1.6567, 0.7344, -2.7199)
N (2.5581, 1.2530, -3.6034)
C (3.4460, 2.3878, -3.5109)
C (2.3277, 0.7441, -4.9442)
C (1.4478, -0.4759, -4.7105)
N (0.9706, -0.2659, -3.3562)
C (0.2450, -1.3547, -2.7651)
H (0.0638, 0.0125, 4.5073)
H (1.3185, -0.1111, 3.2544)
H (-0.3928, 0.0350, 2.7865)
H (1.5764, 2.0359, 5.2961)
H (-0.1483, 2.4589, 5.4191)
H (1.8537, 4.3740, 4.8156)
H (0.1464, 4.5482, 4.3389)
H (3.2311, 4.6070, 3.1479)
H (2.2368, 5.3723, 1.8973)
H (3.0354, 3.8031, 1.5911)
H (1.2905, 3.9127, 0.3617)
H (-0.0220, 3.0055, -0.3817)
H (2.8894, 2.1205, -0.4564)
H (2.0281, 3.0750, -1.7072)
H (3.9618, 2.3996, -2.5551)
H (2.9202, 3.3329, -3.6748)
H (4.1999, 2.2831, -4.2924)
H (3.2781, 0.4917, -5.4175)
H (1.8264, 1.5030, -5.5567)
H (2.0082, -1.4185, -4.7862)
H (0.6011, -0.5224, -5.4002)
H (-0.5981, -1.6033, -3.4148)
H (-0.1366, -1.0700, -1.7750)
H (0.8815, -2.2429, -2.6631)
S (0.9546, -1.6594, 0.8370)
C (2.0134, -2.9156, 0.2367)
C (3.3514, -2.9077, 0.6284)
C (4.1973, -3.9164, 0.2104)
C (3.7229, -4.9304, -0.6089)
C (2.3903, -4.9423, -0.9926)
C (1.5332, -3.9444, -0.5709)
H (3.7096, -2.1120, 1.2662)
H (5.2268, -3.9187, 0.5408)
H (4.3844, -5.7136, -0.9454)
H (2.0166, -5.7442, -1.6102)
H (0.4910, -3.9561, -0.8461)
N (-1.5347, 1.2338, -1.0727)
C (-1.5169, 1.5166, -2.2044)
C (-1.4332, 1.7745, -3.5416)
C (-2.0217, 0.8643, -4.4204)
N (-2.4782, 0.0562, -5.0992)
C (-0.5762, 2.7698, -4.0060)
N (0.1844, 3.5482, -4.3791)

Cartesian forces (eV/Å) of the 6 atoms listed first:
2.132 1.283 -1.139
-0.022 0.102 0.035
0.082 -0.196 -0.290
0.073 0.046 -0.249
0.018 -0.105 0.016
0.082 -0.269 -0.151

Atomic partial charges in e from the Löwdin method, atoms 1 to 2: 0.580 -0.040



Which of these has the highest DFT total energy? C4H7N3



DFT total energy of number 3 (C3H4N3O2S)? -22575.42412 eV



The highest DFT total energy belongs to which entry? C4H7N3



Which of these has the lowest DFT total energy? C32H75BrClNO18P4